Record 1
This record from the OMol25 dataset describes one molecule with the formula C3H6O2 in a non-equilibrium geometry. The level of theory is ωB97M-V/def2-TZVPD.

Values from the calculation:
E_LUMO: 0.029 Eh
HOMO level: -9.764 eV
SMILES string: O[C@@H]1C[C@@H]1O
Energy relative to the best compared isomer or geometry (same formula, charge and spin): 2.443 eV
Orbital gap: 10.55 eV
Electronic energy: -268.315455 a.u.

Structure (XYZ):
```
11
C3H6O2 (ωB97M-V/def2-TZVPD)
O -1.446 -1.080 -0.213
C -0.839 0.083 0.381
C -0.121 1.066 -0.474
C 0.669 0.111 0.343
O 1.204 -1.088 -0.096
H -0.794 -1.886 0.007
H -1.407 0.258 1.262
H -0.044 2.083 -0.125
H -0.341 0.928 -1.536
H 1.209 0.552 1.248
H 1.912 -1.028 -0.797
```

***

Record 2
This record from the OMol25 dataset describes an isolated ion of composition C3H6N3 and charge +1 in a non-equilibrium geometry. The level of theory is ωB97M-V/def2-TZVPD.

Values from the calculation:
Total charge: +1
E_LUMO (alpha / beta): -0.115 / -0.281 Eh
HOMO level (alpha / beta): -12.049 / -16.087 eV
Energy relative to the best compared isomer or geometry (same formula, charge and spin): 1.021 eV
Spin multiplicity: 3
Orbital gap (alpha / beta): 8.91 / 8.43 eV
Electronic energy: -281.725090 a.u.
<S²>: 2.03

Structure (XYZ):
```
12
C3H6N3 (ωB97M-V/def2-TZVPD)
C 1.663 0.785 0.526
C 0.978 -0.922 -0.774
C -1.678 -0.331 -0.064
N 1.965 -0.250 -0.364
N 0.303 0.835 0.691
N -0.308 -0.057 -0.073
H 2.532 1.368 0.792
H 0.674 -1.719 -1.447
H -1.796 -1.268 -0.660
H -1.828 -0.542 0.984
H -2.328 0.422 -0.641
H -0.175 1.679 1.031
```

***

Record 3
This record from the OMol25 dataset describes a 2-piece molecular cluster, CH3BCl2 overall in a non-equilibrium geometry. The level of theory is ωB97M-V/def2-TZVPD.

Values from the calculation:
E_LUMO (alpha / beta): -0.014 / -0.024 Eh
HOMO level (alpha / beta): -8.749 / -10.773 eV
Energy relative to the best compared isomer or geometry (same formula, charge and spin): 5.154 eV
Orbital gap (alpha / beta): 8.37 / 10.13 eV
Electronic energy: -984.930817 a.u.

Structure (XYZ):
```
7
CH3BCl2 (ωB97M-V/def2-TZVPD)
B -0.154 0.266 -0.844
C -1.378 -0.104 0.020
Cl -1.385 1.655 -0.029
Cl -2.841 -0.901 -0.004
H 0.900 0.325 -0.345
H -0.268 0.244 -2.011
H -0.406 -0.374 2.452
```

***

Record 4
This record from the OMol25 dataset describes one molecule with the formula C3H4N2O in a non-equilibrium geometry. The level of theory is ωB97M-V/def2-TZVPD.

Values from the calculation:
E_LUMO: 0.021 Eh
HOMO level: -8.480 eV
SMILES string: Oc1ccn[nH]1
Energy relative to the best compared isomer or geometry (same formula, charge and spin): 2.448 eV
Orbital gap: 9.06 eV
Electronic energy: -301.397287 a.u.

Structure (XYZ):
```
10
C3H4N2O (ωB97M-V/def2-TZVPD)
O 0.903 -0.986 -1.357
C 0.637 0.050 -0.513
C 0.650 -0.161 0.842
C -0.600 0.319 1.247
N -1.211 1.008 0.293
N -0.416 0.874 -0.793
H 1.625 -1.515 -1.005
H 1.378 -0.787 1.333
H -1.125 0.046 2.151
H -0.587 1.500 -1.568
```

***

Record 5
This record from the OMol25 dataset describes C20H39B2F9O20S3Zr as an isolated structure in a non-equilibrium geometry. The level of theory is ωB97M-V/def2-TZVPD.

Values from the calculation:
E_LUMO: -0.048 Eh
HOMO level: -10.304 eV
Orbital gap: 8.99 eV
Electronic energy: -4480.335803 a.u.

Structure (XYZ):
```
94
C20H39B2F9O20S3Zr (ωB97M-V/def2-TZVPD)
Zr 3.362 -0.390 0.805
B 5.125 0.994 1.224
H 6.022 1.746 1.440
H 5.227 0.422 0.212
H 5.002 0.229 2.095
H 4.129 1.579 1.133
B 4.538 -2.284 0.322
H 3.426 -2.543 0.543
H 4.858 -1.660 1.243
H 5.184 -3.266 0.141
H 4.553 -1.503 -0.552
O 1.913 0.839 1.800
C 0.728 0.818 1.029
C 0.394 -0.525 0.383
O 1.563 -1.201 0.020
H 0.788 1.547 0.205
H -0.147 1.057 1.656
H -0.331 -0.359 -0.425
H -0.161 -1.139 1.112
C -3.457 -0.138 3.696
C -2.829 -0.542 2.378
O -3.285 0.202 1.254
C -4.551 0.108 0.912
O -5.392 -0.576 1.412
C -4.825 0.943 -0.361
F -4.937 0.119 -1.408
F -5.947 1.645 -0.245
F -3.802 1.789 -0.589
H -3.414 0.938 3.874
H -2.878 -0.564 4.521
H -4.479 -0.493 3.798
H -2.922 -1.620 2.216
H -1.757 -0.369 2.450
C -0.019 -2.328 3.856
C 1.125 -3.218 3.439
O 2.283 -3.021 4.264
C 3.172 -2.148 3.922
O 3.190 -1.491 2.912
C 4.304 -2.022 4.976
F 5.464 -2.379 4.388
F 4.403 -0.744 5.353
F 4.096 -2.796 6.034
H -0.132 -2.382 4.941
H -0.954 -2.600 3.375
H 0.180 -1.276 3.628
H 1.370 -3.089 2.382
H 0.818 -4.256 3.545
C -1.134 3.166 -1.343
C -2.111 4.044 -2.113
O -1.730 4.163 -3.493
C -1.974 3.120 -4.256
O -2.511 2.101 -3.932
C -1.489 3.333 -5.705
F -1.029 4.571 -5.910
F -0.514 2.459 -5.994
F -2.504 3.117 -6.539
H -0.131 3.592 -1.318
H -1.135 2.182 -1.814
H -1.467 2.999 -0.319
H -2.142 5.057 -1.719
H -3.112 3.631 -2.007
C -1.227 -1.177 -3.431
C -1.516 -1.068 -4.909
O -2.841 -1.614 -5.008
S -2.926 -2.903 -4.090
O -2.454 -4.044 -4.772
O -4.187 -2.923 -3.470
O -1.791 -2.460 -3.051
H -1.716 -0.442 -2.790
H -0.160 -1.222 -3.216
H -0.799 -1.664 -5.471
H -1.531 -0.035 -5.239
C 0.803 -4.535 -2.777
C 2.131 -4.056 -2.209
O 2.530 -2.956 -3.029
S 2.132 -3.233 -4.536
O 3.143 -3.955 -5.212
O 1.651 -2.021 -5.085
O 0.903 -4.183 -4.181
H -0.058 -4.031 -2.351
H 0.769 -5.619 -2.747
H 2.918 -4.801 -2.356
H 2.131 -3.700 -1.185
C 0.276 4.105 2.568
C -1.185 4.369 2.155
O -1.770 5.033 3.266
S -0.663 5.907 4.026
O -0.822 5.706 5.401
O -0.637 7.203 3.490
O 0.627 5.140 3.466
H 0.857 4.190 1.651
H 0.318 3.098 2.977
H -1.610 3.371 2.035
H -1.305 4.932 1.231
```

***

Record 6
This record from the OMol25 dataset describes C17H17ClO3SZn as an isolated structure in a non-equilibrium geometry. The level of theory is ωB97M-V/def2-TZVPD.

Values from the calculation:
Total charge: -2
E_LUMO: 0.159 Eh
HOMO level: -0.309 eV
Orbital gap: 4.64 eV
Electronic energy: -3521.371942 a.u.

Structure (XYZ):
```
40
C17H17ClO3SZn (ωB97M-V/def2-TZVPD)
C -2.257 -0.941 -0.071
C -1.624 -1.128 -1.337
C -1.390 0.164 -1.905
H -1.356 -2.086 -1.777
C -1.844 1.150 -0.971
C -2.379 0.461 0.162
H -2.767 0.918 1.065
H -2.512 -1.719 0.639
H -0.943 0.367 -2.874
H -1.769 2.231 -1.081
Zn -0.012 -0.031 0.032
Cl 0.160 -1.962 1.495
C 2.341 0.118 0.292
C 1.964 1.355 -0.312
C 1.480 1.073 -1.630
H 1.981 2.332 0.168
C 1.568 -0.339 -1.839
C 2.114 -0.930 -0.660
H 2.252 -1.992 -0.480
H 2.677 -0.014 1.313
H 1.071 1.808 -2.321
H 1.245 -0.880 -2.725
C -0.220 2.902 8.798
C -0.252 2.477 7.356
C -0.283 1.107 7.062
C -0.299 0.672 5.736
C -0.291 1.600 4.710
C -0.260 2.955 4.961
C -0.244 3.388 6.296
S -0.232 0.738 2.911
O 1.028 0.101 3.144
O -1.361 -0.130 3.047
O -0.205 1.441 1.498
H -1.106 2.521 9.315
H 0.667 2.483 9.284
H -0.193 3.986 8.887
H -0.288 0.367 7.870
H -0.312 -0.400 5.545
H -0.244 3.677 4.146
H -0.218 4.463 6.514
```

***

The lowest electronic energy belongs to which entry?
C20H39B2F9O20S3Zr